1.
One molecule with the formula C4H9NO, computed with ωB97M-V/def2-TZVPD.

Element x y z (Å)
C -1.3332 0.6306 -1.0998
C -0.4239 0.0204 -0.3216
N -0.0037 -1.2869 -0.5129
C 0.7034 -2.0711 0.4809
O 0.2181 0.6008 0.7284
C 0.4839 1.9904 0.6326
H -1.6980 1.6280 -0.8948
H -1.7511 0.1119 -1.9534
H -0.6190 -1.8098 -1.1147
H 0.9542 -3.0349 0.0256
H 1.6366 -1.5766 0.7552
H 0.1417 -2.2664 1.4080
H 1.3406 2.1704 -0.0293
H -0.3678 2.5611 0.2524
H 0.7180 2.3320 1.6433

Forces on atoms 1 to 3 (eV/Å):
C -0.03 0.02 0.00
C -0.02 -0.04 -0.13
N -0.14 0.09 -0.09

Results
ΔE to the lowest compared entry with this formula, charge and spin in kcal per mole: 46.4
Gap between HOMO and LUMO in eV: 8.730
Molecular weight in g mol⁻¹: 87.1
SMILES: C=C(NC)OC

=====

2.
A 2-piece molecular cluster, C28H52BF4I2NO7S overall in a non-equilibrium geometry, computed with ωB97M-V/def2-TZVPD.

Element x y z (Å)
C 4.6906 2.8154 2.3363
B 4.1009 1.3501 1.9069
O 5.0757 0.3443 1.7080
C 2.4680 1.1187 1.7858
S 2.0081 0.0746 3.3015
C 3.3144 -1.1016 3.8201
O 0.7545 -0.7174 3.1042
O 1.8770 1.0771 4.4254
O 1.9344 2.4201 2.0481
C 0.6430 2.7388 1.5403
I -1.0144 2.1759 2.9078
C 0.5747 4.3634 1.5860
C 2.0027 5.0609 1.5295
C 2.5540 5.4794 2.9861
I 1.6722 6.9913 0.4916
C 0.3621 2.2326 0.0275
C 1.2742 3.0505 -0.9815
C 1.3473 2.5101 -2.4592
F 0.2431 1.7333 -2.8969
C -1.1497 2.6032 -0.3762
C -2.1083 1.3523 -0.3891
C -3.6469 1.7117 -0.6381
C -4.5171 0.7425 0.2699
C -4.0304 1.7264 -2.1879
C -5.1740 0.7081 -2.5854
C -4.4995 -0.7135 -2.7828
C -4.8022 -1.8043 -1.9580
C -6.2538 -2.0085 -1.3594
C -3.5832 -2.7836 -1.6497
N 0.6069 0.7618 0.0688
C 1.9912 0.3526 0.4911
C 3.0314 0.2253 -0.6961
C 2.4832 -0.6898 -1.9083
C 2.1633 -2.1822 -1.3910
O 1.9333 -2.9562 -2.5757
H 4.6965 3.5514 1.4838
H 5.7721 2.7109 2.6890
H 4.1052 3.1465 3.2410
H 5.8763 0.5598 2.2252
H 3.8519 -1.6010 2.9503
H 4.1053 -0.5479 4.4063
H 2.8506 -1.8728 4.4953
H 0.0973 4.6819 2.5618
H -0.0429 4.7891 0.7499
H 2.7712 4.5357 0.9040
H 2.3378 4.6332 3.7030
H 3.6845 5.5397 2.8617
H 2.1437 6.4751 3.3112
H 2.3280 3.0567 -0.5493
H 0.9836 4.1487 -1.0440
H 1.3909 3.4166 -3.1491
H 2.2847 1.9219 -2.7149
H -1.5976 3.4141 0.2748
H -1.1864 3.0488 -1.4258
H -2.0552 0.7109 0.5431
H -1.8211 0.6610 -1.2551
H -3.7859 2.7732 -0.2404
H -4.1882 -0.3244 0.1172
H -4.3038 1.0210 1.3525
H -5.6368 0.8870 0.1416
H -3.1035 1.4818 -2.7996
H -4.3677 2.7733 -2.4693
H -6.0782 0.7132 -1.9142
H -5.5573 1.0213 -3.6165
H -3.7310 -0.8156 -3.6083
H -6.3185 -1.4391 -0.3845
H -6.9961 -1.5714 -2.0956
H -6.4684 -3.0937 -1.1564
H -3.0041 -3.0302 -2.5903
H -3.9923 -3.7234 -1.1876
H -2.8652 -2.2889 -0.9410
H 0.3034 0.3628 -0.8331
H -0.0114 0.3222 0.7891
H 1.8480 -0.7352 0.8190
H 3.9700 -0.3537 -0.4029
H 3.4158 1.2282 -1.0523
H 3.3278 -0.8113 -2.6539
H 1.5232 -0.3137 -2.3550
H 1.1460 -2.0959 -0.8742
H 2.9623 -2.5921 -0.7087
H 1.8093 -3.8905 -2.3251
C 0.7942 -6.9797 -0.9202
C -0.1482 -6.9071 0.2700
O -0.1002 -5.6759 0.9660
C -0.8521 -4.5425 0.4426
O -2.1067 -4.8589 0.2134
C -0.1473 -3.8491 -0.7826
F 1.2125 -3.8212 -0.6290
F -0.5170 -2.5432 -0.8953
F -0.3776 -4.4143 -1.9803
H 1.7495 -6.4985 -0.6994
H 0.9762 -8.0224 -1.1970
H 0.3660 -6.4919 -1.7944
H 0.1866 -7.6558 0.9966
H -1.1673 -7.1913 -0.0060
H -0.6690 -3.7969 1.2434

Forces on atoms 1 to 3 (eV/Å):
C 0.19 -0.97 0.70
B 2.18 0.47 -0.05
O -1.72 0.80 0.87

Results
Gap between HOMO and LUMO in eV: 5.412
Molecular weight in g mol⁻¹: 887.4

=====

3.
One molecule with the formula C4H3N3O in a non-equilibrium geometry, computed with ωB97M-V/def2-TZVPD.

Element x y z (Å)
O 2.8191 0.4207 0.1398
C 1.9355 -0.4283 0.0292
C 0.4197 -0.1284 -0.0367
N -0.0625 1.1442 -0.1383
C -1.3603 1.2886 -0.0613
C -2.0684 0.0205 0.2530
N -1.5796 -1.1649 0.0441
N -0.2012 -1.2134 -0.2370
H 1.9619 -1.5501 -0.0100
H -1.9324 2.3045 -0.2362
H -3.2388 0.0039 0.3408

Forces on atoms 1 to 3 (eV/Å):
O -2.00 -2.51 -0.27
C 0.47 2.19 0.21
C 2.41 1.81 -1.07

Results
ΔE to the lowest compared entry with this formula, charge and spin in kcal per mole: 52.9
Gap between HOMO and LUMO in eV: 9.532
Molecular weight in g mol⁻¹: 109.1
SMILES: O=Cc1nccnn1

=====

4.
A 2-piece molecular cluster, C10H14O2P2 overall in a non-equilibrium geometry, computed with ωB97M-V/def2-TZVPD.

Element x y z (Å)
C -0.9496 2.7526 1.9028
P -0.1433 1.0831 2.1134
O 1.2990 1.2044 2.1255
C -1.0222 0.2379 3.4976
C -1.9601 -0.6085 3.1223
C -1.9061 -0.8410 1.6227
C -1.0622 0.0204 1.0075
H -0.5188 3.2904 2.7269
H -0.4161 2.9594 0.9536
H -1.9278 2.7694 1.9300
H -0.8018 0.3477 4.5337
H -2.4010 -1.2897 3.8283
H -2.6687 -1.4886 1.0503
H -1.2851 0.2438 -0.0029
C 0.5761 -1.4679 -3.9621
P 0.2681 -0.3457 -2.4961
O -1.0347 0.3348 -2.4795
C 1.7945 0.5980 -2.1326
C 2.4185 0.1482 -1.0913
C 1.8346 -1.1168 -0.5466
C 0.6489 -1.4858 -1.1050
H 1.4830 -1.9191 -3.9267
H -0.1785 -2.3751 -3.7753
H 0.5153 -0.9200 -4.9823
H 2.1062 1.3329 -2.7386
H 3.1384 0.4805 -0.4337
H 2.2088 -1.5547 0.3259
H -0.0156 -2.3907 -1.0680

Forces on atoms 1 to 3 (eV/Å):
C 6.31 -1.97 -0.34
P -4.07 -0.09 0.99
O 2.16 -0.12 -0.13

Results
ΔE to the lowest compared entry with this formula, charge and spin in kcal per mole: 34.7
Gap between HOMO and LUMO in eV: 8.915
Molecular weight in g mol⁻¹: 228.2
SMILES: CP1(=O)C=CC=C1.CP1(=O)C=CC=C1